{"formula": "C8H12O6", "method": "ωB97M-V/def2-TZVPD", "species": ["C", "C", "C", "O", "C", "O", "O", "H", "H", "H", "H", "H", "H", "C", "C", "C", "O", "C", "O", "O", "H", "H", "H", "H", "H", "H"], "xyz": [[-3.2588, 0.5031, 2.4721], [-1.9249, 0.6174, 1.8101], [-1.8064, 0.0886, 0.4388], [-1.1088, 1.0043, -0.3207], [-1.0700, 2.1257, 0.3598], [-0.5760, 3.1889, 0.0797], [-1.6836, 1.9011, 1.5509], [-3.3672, -0.4836, 2.9225], [-4.0028, 0.7685, 1.7211], [-3.4292, 1.1672, 3.3195], [-1.0614, 0.2356, 2.3548], [-2.7984, 0.0819, -0.0128], [-1.5295, -0.9630, 0.5130], [2.6645, 0.1454, -2.5527], [2.5678, -0.7952, -1.4575], [1.9111, -0.3810, -0.1323], [1.2434, -1.6299, 0.1576], [1.1950, -2.4771, -0.9187], [0.6118, -3.5268, -0.8802], [1.8775, -1.9008, -1.8615], [3.2107, 1.0407, -2.2557], [1.7002, 0.4827, -2.9327], [3.1223, -0.3512, -3.4083], [3.4704, -1.3237, -1.1507], [1.3036, 0.5085, -0.2989], [2.7386, -0.0274, 0.4828]], "forces_ev_per_angstrom": [[-0.33, -0.58, 0.56], [0.61, -1.54, 0.81], [-3.36, -3.17, -0.55], [1.91, -0.38, -1.42], [0.46, 2.36, 1.56], [-0.57, -1.55, -0.32], [0.83, 5.46, -0.03], [-0.42, -0.24, -0.50], [-0.28, -0.42, 0.14], [0.58, 0.34, -0.14], [-0.17, -0.29, 0.82], [-0.35, -0.25, -0.03], [1.07, 0.22, -0.93], [0.34, 1.26, -1.45], [1.28, -0.39, 2.27], [0.58, -0.11, -2.09], [-0.33, 1.03, 1.89], [-0.86, -0.11, 1.89], [0.73, 1.09, -0.53], [-1.92, -2.52, -3.24], [0.22, -0.07, -0.16], [-0.28, -0.08, 0.40], [0.37, 0.23, 0.04], [1.17, 1.12, -0.19], [-0.92, -0.52, 0.26], [-0.35, -0.86, 0.93]], "nbo_charge": [-0.62, 0.06, -0.10, -0.47, 0.97, -0.58, -0.49, 0.22, 0.22, 0.24, 0.17, 0.17, 0.22, -0.63, 0.07, -0.10, -0.52, 0.98, -0.58, -0.48, 0.23, 0.23, 0.23, 0.18, 0.19, 0.20], "orbital_gap_ev": 11.7, "fmax_ev_per_a": 5.52, "mol_weight_g_mol": 204.18, "homo_ev": -11.03, "e_above_lowest_kcal_mol": 38.59, "smiles": "C[C@H]1COC(=O)O1.C[C@H]1COC(=O)O1", "charge": 0}

{"formula": "C8H12P2", "method": "ωB97M-V/def2-TZVPD", "species": ["C", "C", "C", "C", "C", "C", "C", "C", "P", "P", "H", "H", "H", "H", "H", "H", "H", "H", "H", "H", "H", "H"], "xyz": [[-3.5245, -0.3681, 0.4185], [-2.6597, 0.4454, 1.1558], [-3.0653, -0.8565, -0.8034], [-1.3989, 0.8193, 0.6867], [-1.8611, -0.4487, -1.2788], [-1.0252, 0.4090, -0.5734], [3.5386, -1.3647, -0.2091], [2.4581, -0.9316, 0.6936], [1.2769, 2.3232, 0.1060], [0.6176, 0.7556, -1.2681], [-4.4076, -0.6408, 0.7609], [-3.0315, 0.7759, 2.2043], [-3.7079, -1.6629, -1.4299], [-0.7970, 1.3318, 1.2760], [-1.3669, -0.7044, -2.1349], [4.0592, -1.9691, 0.4476], [3.0070, -1.7848, -0.9622], [4.0024, -0.4555, -0.4521], [2.4353, 0.1963, 1.0472], [1.9443, -1.6062, 1.3573], [2.4929, 2.3789, -0.4255], [1.0132, 3.3578, -0.6166]], "forces_ev_per_angstrom": [[4.59, 1.23, -1.60], [-1.11, 0.43, 1.90], [-2.35, -2.27, -1.46], [-3.78, -2.26, -1.65], [0.62, 1.07, 1.17], [0.76, 0.25, 0.58], [-1.46, 2.17, 2.32], [-1.23, 3.91, 1.46], [-0.78, -2.43, 2.65], [0.00, -0.37, 0.01], [-3.96, -1.15, 1.67], [0.87, -0.48, -1.90], [1.51, 2.14, 1.58], [2.63, 2.41, 2.60], [0.20, -1.45, -2.68], [1.96, -1.79, 0.38], [-0.55, -1.90, -2.84], [1.29, 0.69, -0.92], [0.06, -2.62, -0.55], [-0.25, -0.23, -0.09], [2.32, -0.31, -0.64], [-1.35, 2.94, -2.00]], "nbo_charge": [-0.21, -0.19, -0.19, -0.21, -0.23, -0.35, -0.70, -0.27, 0.00, 0.33, 0.20, 0.21, 0.22, 0.21, 0.21, 0.22, 0.23, 0.21, 0.17, 0.17, -0.02, -0.02], "orbital_gap_ev": [7.0, 8.1], "fmax_ev_per_a": 5.01, "mol_weight_g_mol": 170.13, "homo_ev": [-7.95, -7.55], "e_above_lowest_kcal_mol": 64.70, "charge": 0}

{"formula": "C8H13BF9O2S", "method": "ωB97M-V/def2-TZVPD", "species": ["F", "C", "F", "C", "C", "C", "C", "C", "C", "O", "B", "O", "C", "F", "F", "S", "F", "F", "F", "F", "F", "H", "H", "H", "H", "H", "H", "H", "H", "H", "H", "H", "H", "H"], "xyz": [[0.6544, 0.0010, 2.6779], [0.3262, 1.1660, 2.0511], [1.5068, 1.7389, 1.6636], [-0.5766, 0.9718, 0.8504], [-0.1528, -0.2169, -0.0246], [-0.9464, -0.2242, -1.3291], [-0.6134, -1.3879, -2.2799], [0.8870, -1.6824, -2.3778], [1.2179, -2.7236, -3.4747], [2.1315, -2.1387, -4.3541], [2.3783, -0.7112, -3.9887], [1.5933, -0.5283, -2.6942], [-0.2231, 2.1603, 3.1333], [-0.7379, 3.2192, 2.5019], [0.7724, 2.5900, 3.9041], [-1.5427, 1.5091, 4.3489], [-0.4164, 0.6845, 5.1152], [-1.2882, 2.7639, 5.3014], [-2.7169, 2.3022, 3.6211], [-1.8649, 0.2351, 3.4465], [-2.6092, 0.9808, 5.4013], [-1.6099, 0.8457, 1.1788], [-0.5338, 1.9043, 0.2765], [-0.3435, -1.1414, 0.5358], [0.9197, -0.1617, -0.2361], [-0.7822, 0.7213, -1.8563], [-2.0178, -0.2687, -1.0787], [-0.9316, -1.1072, -3.2928], [-1.1689, -2.2874, -1.9786], [1.2186, -2.1018, -1.4065], [1.6777, -3.6060, -2.9968], [0.3044, -3.0496, -4.0039], [1.9112, 0.0447, -4.8590], [3.5771, -0.5017, -3.7762]], "forces_ev_per_angstrom": [[-0.07, 0.25, -0.15], [0.07, -0.04, 0.09], [-0.27, -0.16, 0.03], [0.10, -0.07, -0.09], [-0.02, 0.06, 0.18], [-0.13, -0.10, -0.07], [0.11, 0.28, -0.02], [-0.05, -0.10, -0.03], [0.41, 0.06, -0.04], [-0.19, -0.13, 0.16], [-0.32, 0.02, 0.24], [0.02, -0.05, -0.01], [0.04, -0.04, -0.19], [-0.08, 0.14, -0.01], [0.21, -0.04, 0.11], [-0.15, -0.29, 0.13], [-0.23, 0.12, -0.06], [-0.06, -0.09, -0.17], [0.14, -0.08, 0.03], [0.02, 0.16, 0.13], [0.21, 0.05, -0.11], [0.04, 0.02, 0.03], [0.04, -0.13, 0.07], [0.12, 0.08, -0.10], [-0.15, 0.00, -0.05], [0.10, -0.09, 0.08], [0.08, 0.09, -0.07], [-0.13, -0.11, 0.14], [0.13, 0.01, -0.05], [0.01, 0.15, -0.02], [-0.18, -0.09, -0.14], [0.03, -0.01, 0.04], [0.12, 0.05, 0.01], [0.02, 0.04, -0.10]], "nbo_charge": [-0.33, 0.65, -0.32, -0.47, -0.41, -0.39, -0.41, 0.09, -0.06, -0.74, 0.47, -0.75, 0.48, -0.31, -0.30, 2.35, -0.46, -0.46, -0.46, -0.46, -0.45, 0.22, 0.24, 0.20, 0.25, 0.21, 0.18, 0.21, 0.18, 0.12, 0.13, 0.13, -0.17, -0.16], "orbital_gap_ev": 5.6, "fmax_ev_per_a": 0.42, "mol_weight_g_mol": 355.05, "homo_ev": -3.59, "charge": -1}

Among the records above, which one has the lowest charge?
C8H13BF9O2S

Which of these has the lowest charge?
C8H13BF9O2S